C4H11N2O2 | ωB97M-V/def2-TZVPD

Geometry as XYZ:
```
19
C4H11N2O2 | OMol25 | ωB97M-V/def2-TZVPD
C -1.279 -0.765 -0.472
C 0.964 -0.463 -0.911
C 0.332 -1.196 1.335
C -0.263 1.181 0.727
N -0.546 2.160 -0.222
N 0.022 -0.305 0.095
O -0.176 2.072 -1.409
O -1.166 3.098 0.259
H -2.216 -0.586 0.083
H -1.535 -0.194 -1.351
H -1.071 -1.846 -0.559
H 0.644 -0.044 -1.931
H 1.881 0.432 -0.775
H 1.530 -1.389 -0.816
H 0.340 -2.201 0.922
H 1.268 -0.931 1.756
H -0.389 -1.197 2.115
H 2.622 0.973 -0.425
H -0.961 1.201 1.579
```

HOMO (alpha / beta) = -13.337 / -15.756 eV
LUMO (alpha / beta) = -7.259 / -5.425 eV
Gap between HOMO and LUMO (alpha / beta) = 0.22337 / 0.37967 Ha
Net charge = +1